No. 1
C4H2 in the gas phase. Source: the Open Molecules 2025 dataset; level of theory: ωB97M-V/def2-TZVPD.

Last column: Mulliken charge in e.
Geometry (Å):
C (1.756143, -0.169574, -0.640881)  -0.28
C (0.641193, 0.045955, -0.321942)  -0.46
C (-0.636416, 0.167287, 0.218425)  0.17
C (-1.692799, 0.246110, 0.804395)  -0.11
H (2.542407, -0.619018, -1.378496)  0.28
H (-2.610528, 0.329241, 1.318498)  0.40

Forces on the atoms, in the same order (eV/Å):
C 4.2 -2.0 -3.6
C -3.2 0.4 1.5
C -0.4 0.2 0.6
C 1.3 0.0 -0.8
H -1.6 1.4 2.3
H -0.3 0.0 0.1

Results
**SMILES**: C#CC#C
**Charge**: 0
**Calculated total energy**: -4175.99875 eV
**Relative energy (zero: lowest compared OMol25 entry of this formula, charge and spin)**: 0.434 eV



No. 2
A molecular structure, C4H20B2NaO4. Source: the Open Molecules 2025 dataset; level of theory: ωB97M-V/def2-TZVPD.

Last column: Mulliken charge in e.
Geometry (Å):
Na (0.002918, 0.205909, -0.370378)  0.30
B (0.237721, -2.247482, -0.888603)  -0.16
H (0.987681, -1.898679, -0.195684)  -0.23
H (0.271155, -3.290309, -1.163621)  -0.24
H (-0.744430, -2.033379, -0.496470)  -0.14
H (0.367419, -1.609452, -1.749036)  -0.15
B (-2.437972, 0.280214, -1.218256)  0.75
H (-2.991240, 1.076834, -1.691063)  -0.29
H (-3.081236, -0.565534, -1.030762)  -0.34
H (-1.578308, -0.026633, -1.793629)  -0.22
H (-2.136809, 0.626072, -0.241563)  -0.43
C (3.120493, 1.926255, -1.218554)  -0.47
C (2.058021, 3.062142, -1.083437)  -0.44
O (0.902541, 2.583478, -0.354585)  -0.39
O (2.700835, 0.807380, -1.931567)  -0.45
H (3.342128, 1.546578, -0.221152)  0.27
H (3.931037, 2.407558, -1.765796)  0.36
H (1.767995, 3.404619, -2.076761)  0.31
H (2.525799, 3.997891, -0.777382)  0.39
H (0.432029, 3.324438, 0.034240)  0.23
H (2.787035, 0.871450, -2.885544)  0.27
C (-0.741450, -1.125923, 2.741917)  -0.51
C (-1.844855, -2.032791, 2.271016)  -0.11
O (-1.299586, -3.086413, 1.618133)  -0.55
O (-0.908700, 0.115077, 2.012037)  -0.45
H (0.214434, -1.614316, 2.552573)  0.34
H (-0.721004, -0.806245, 3.783793)  0.29
H (-2.553306, -1.484329, 1.650225)  0.23
H (-2.318482, -2.301803, 3.215164)  0.33
H (-0.615128, -2.755404, 1.031998)  0.29
H (-1.676735, 0.642798, 2.242747)  0.23

Forces on the atoms, in the same order (eV/Å):
Na -0.3 -0.3 -0.1
B 0.0 -0.2 -0.1
H 3.4 1.0 3.2
H 0.5 -4.0 -0.9
H -3.7 0.9 1.4
H 0.5 2.3 -3.6
B -0.2 0.2 -0.3
H -2.2 3.2 -2.0
H -2.5 -3.4 0.6
H 3.2 -1.1 -2.4
H 1.3 1.6 4.1
C -1.0 1.3 -0.3
C -0.2 -0.9 -0.8
O 1.2 0.4 -0.2
O -0.6 -0.9 0.1
H 0.5 0.3 0.0
H 0.6 0.0 0.5
H -0.4 -0.6 -0.5
H 0.1 -0.2 1.3
H -0.1 0.0 -0.1
H 0.0 0.3 0.1
C -0.8 2.3 -0.2
C -0.1 0.7 1.6
O -0.2 -2.4 0.3
O 2.2 0.4 -0.6
H 0.1 0.5 -0.5
H -0.3 -0.6 0.4
H -0.1 0.2 0.0
H -0.6 -0.9 -0.2
H 0.1 0.1 -1.0
H -0.2 -0.6 0.2

Results
**Charge**: -1
**Calculated total energy**: -18427.49373 eV



Per-record max |F|, eV/A: 5.92 4.77
Per-record highest occupied orbital energy, eV: -9.908 -4.961
Per-record gap between HOMO and LUMO, eV: 10.74 6.96